Molecular formula: C58H105N18O4
Method: DFT, ωB97M-V/def2-TZVPD

Geometry as XYZ:
```
185
Properties=species:S:1:pos:R:3:mulliken_charge:R:1
H 4.29363 3.54000 0.61242 0.43
H -3.30390 -5.74761 -5.44449 0.40
H -4.70206 -2.63042 -1.62459 0.29
H -2.27015 -5.46376 0.12691 0.57
O -4.12799 -4.39982 1.64870 -0.68
C -0.64153 -4.07038 -0.02904 -0.51
H 8.30015 0.34774 6.11076 0.44
H 2.95677 3.18310 1.73883 0.33
H 2.45958 -3.59894 -6.71280 0.33
H -2.30657 2.05109 6.05808 0.36
H 2.71532 -2.22185 -7.81052 0.36
H 4.58431 1.33367 6.79903 0.49
H 0.70905 -7.20331 4.77217 0.30
C -3.78164 4.63189 -6.43235 -0.36
H -1.41948 7.47724 -4.59823 0.38
C -3.24857 1.30246 3.00861 -0.34
C -1.24096 -3.41441 -4.12496 -1.69
C -3.65123 -2.35225 -1.54402 -0.74
H 5.86582 6.30054 5.15747 0.36
H -0.20243 -5.89758 -5.49608 0.27
H 4.71375 -0.11328 1.82099 0.30
C 0.87650 5.90203 -1.68666 -0.53
H -3.77324 2.72265 0.05396 0.09
O -1.06106 -0.55654 0.77212 -0.41
H -1.75013 -7.68542 -0.67421 0.34
H -4.15081 -4.61800 -3.30985 0.47
C -1.19986 0.24371 -5.26486 0.16
C -0.94039 3.86604 0.71889 -0.28
O -0.98872 0.33667 -1.15649 -0.65
N -0.99114 6.35344 -2.84456 0.21
H -2.27126 -4.64612 -6.39533 0.29
C -4.14777 -2.17063 2.46157 -0.24
C 0.61999 -4.49300 3.73458 -0.41
N 1.83809 -1.76142 -5.92714 0.16
C 4.94008 0.68185 6.01483 -0.96
C -1.19785 -6.33108 -5.39956 -0.74
C 2.01730 -1.55115 -4.58733 -0.79
H -1.92843 3.96920 0.27029 -0.02
H 4.04919 1.92453 1.11599 0.25
C -4.80495 6.39678 -5.58220 -0.58
H -2.00863 5.86852 -4.60566 0.24
H 1.26273 -8.34057 2.67721 0.45
C 4.51450 3.64971 3.80465 -0.36
C 6.35206 -0.16326 4.52718 -0.25
H 6.27003 -0.06617 8.45321 0.36
H 2.57483 -3.55876 -1.23626 0.54
H -0.96550 3.51727 1.75127 0.52
H -0.39650 -3.58582 -4.77604 0.57
H -1.36498 -7.07449 -6.17899 0.42
H -3.67973 2.29298 -5.34906 0.21
C -1.28612 -5.19546 -0.22820 -0.86
C 4.67306 -0.82144 2.64860 -0.12
C 0.39553 6.37793 -2.88504 -0.40
N 4.87253 3.08533 2.60140 0.30
C 4.20198 0.18338 4.99862 -0.26
H 2.77572 -2.06411 -4.01456 0.47
H -1.19767 -6.74411 -4.39085 0.08
H -1.54746 0.32501 -4.23497 -0.24
H -2.78254 7.13710 -3.47454 0.40
C -3.87600 2.98699 -4.53179 -0.61
H 6.07987 6.01345 6.84621 0.40
C 6.26046 5.57228 5.86598 -1.24
H -3.36444 3.84909 -7.04844 0.43
C -1.26638 5.97205 -1.53436 -0.31
C 0.97341 0.41512 0.21850 -0.81
C -3.31589 -3.95111 -3.46664 -0.21
N -0.27308 -5.53041 3.95883 0.23
H -5.03146 5.46201 -3.51564 0.52
C -0.08067 5.14338 0.61757 -0.90
C 0.95369 -0.67274 -4.18917 -0.72
H 5.31182 -1.65243 2.34936 0.45
H 2.75494 -4.23553 1.18909 0.46
C -2.95591 1.32285 5.57215 -0.78
N 5.61604 3.62317 4.64370 0.51
C -1.89046 6.73449 -3.95433 -0.83
H 3.74019 -2.45827 -6.34972 0.35
N 5.04678 -0.29135 3.99051 0.40
H 0.02534 -8.05632 -0.59979 0.42
H -0.48283 5.90329 1.28758 0.35
C 7.38560 0.61749 6.63891 -0.07
H 1.81304 -2.79989 1.49688 -0.18
H 3.70952 4.35689 3.93995 0.53
H -2.41186 0.38738 5.44175 0.20
H -1.05693 1.22910 -5.70834 0.57
H -0.87345 -7.79682 -2.17930 0.21
H -2.29211 5.88551 -1.20759 0.48
H 1.06569 1.39160 0.69397 0.02
H 7.29387 -0.43818 4.07572 0.40
N 0.11938 -0.50252 -5.28534 0.31
C -2.25255 -0.48841 -6.09454 -1.31
H -3.29835 -0.19246 -6.01201 0.36
N -2.32029 -4.24955 -4.36139 0.36
H 6.77103 2.35441 1.80843 0.50
H -3.84703 7.71761 -7.71586 0.37
H -2.78533 0.34106 2.84270 0.50
H -2.30319 -5.68632 4.60060 0.51
H 0.61075 -1.58921 4.91949 0.49
C -2.33495 -5.25049 -5.49046 -0.49
H 1.87072 5.65784 -1.34271 0.49
H -0.59888 3.12549 -0.00434 0.13
H -5.02622 0.60863 -0.73316 0.25
N -3.46227 1.82195 4.24281 0.15
C 0.55329 -7.51327 2.65778 -0.71
H 3.14716 0.20281 4.76759 0.60
H -0.18465 -1.38693 3.30448 0.26
H 6.21980 3.55417 6.56857 0.04
H 7.61998 -1.15176 8.04878 0.38
C 2.73852 -2.54680 -6.77034 -0.82
N -4.22942 5.89953 -6.74217 0.17
H -1.14775 -1.68913 -2.54577 0.09
H 1.55121 0.39661 -0.70557 0.36
H -4.72739 3.95064 2.15551 0.54
H -4.51104 3.55044 4.95451 0.52
C 6.65195 3.08111 3.95641 -0.28
C 0.53717 -1.95195 3.89425 -0.77
C -5.12495 1.03349 0.26576 -1.31
H -6.01106 1.66578 0.20996 0.46
H -3.13288 3.81948 -2.62018 0.31
N -4.12899 4.31414 -5.11114 0.39
N -0.53032 -6.12661 -0.91472 0.49
C 5.62915 4.22387 5.94349 -0.47
C -2.81363 3.11923 -3.39209 -0.42
C 2.43661 -3.29031 0.74940 -0.64
H -4.94597 6.60833 -8.49489 0.36
C -3.87871 1.81047 0.64123 0.63
H -5.01245 -1.73959 1.95695 0.47
C 1.76950 -3.28378 -0.55514 -0.47
H -0.92684 -7.53563 4.26456 0.41
H 7.99406 0.46400 8.57083 0.39
H 0.70764 -0.26747 -3.21880 0.96
H 4.60822 4.19532 6.32427 0.49
H 1.50132 -6.12390 -1.57075 0.58
C -1.59233 -2.55137 -3.02042 0.63
C 7.26486 -0.12191 8.01129 -1.23
H 1.35113 -2.34448 -0.91678 -0.17
H 3.65752 -1.20518 2.74614 -0.49
H -2.53414 2.17114 -2.93263 0.03
H -3.83187 1.10230 6.18220 0.39
C 3.98926 2.95104 1.47762 -0.97
N -2.91325 -2.92366 -2.60414 0.51
C 0.69056 -5.52896 -1.17692 -0.65
H -1.86427 3.53945 -3.72410 0.24
H -4.16857 -1.59089 3.38437 0.43
C 0.72844 -1.15661 -6.36564 -0.27
C -4.70442 5.39972 -4.54304 -0.35
H 0.81266 6.72394 -3.81922 0.49
C -0.77084 -7.53094 -1.12722 -0.87
H -0.98238 -3.21033 0.52822 0.62
C 6.22560 2.77411 2.64075 -0.75
H -3.70178 -1.28369 -1.75312 0.30
H -2.21634 -1.54859 -5.84393 0.20
H 1.57817 -1.88198 3.57876 0.00
H 7.34614 5.56064 5.76964 0.39
C -4.32715 -3.69219 2.65795 0.13
H -3.18087 -2.66795 -0.61278 0.12
N -3.84131 2.08886 2.06332 0.60
N -0.01747 -3.30088 4.04822 0.26
H -3.20340 -1.99412 1.94669 -0.29
N 0.69835 -4.25429 -0.61028 0.63
H 1.10239 -6.80367 2.03887 0.08
H 0.94850 5.05321 0.96509 0.33
C -1.32782 -3.62896 4.38766 -0.43
H -2.10349 -0.35743 -7.16632 0.50
C -4.28016 3.17448 2.75880 -0.24
C -0.01378 -7.01342 3.97872 -0.51
C -1.50265 -4.99497 4.38251 -0.68
O -4.67363 -4.11658 3.80527 -0.71
C -0.45692 0.11703 -0.07377 0.73
H -3.06880 1.10068 0.47288 -0.43
H 1.61643 -4.76784 3.42157 0.54
H -4.80705 2.66733 -4.06374 0.31
C -4.20933 2.99650 4.07785 -0.84
H 7.67341 3.10950 4.30601 0.52
H -0.31710 -7.83653 2.08679 0.21
N 6.26956 0.37184 5.78082 0.27
C -4.01684 6.66192 -7.92750 -0.89
H -5.31659 0.19584 0.93637 0.14
H 7.20642 1.66286 6.89027 -0.02
H 1.49091 -0.20945 0.94666 0.07
N -0.15974 5.69050 -0.80138 0.24
H 0.41567 -1.30519 -7.38863 0.46
H -1.93872 -2.74625 4.50607 0.63
H -3.05616 6.38299 -8.36038 0.37
H -5.19350 7.40385 -5.54718 0.50
H 3.36359 -2.72481 0.65444 0.33
```

The multiplicity is 1. The HOMO energy comes out at -17.822 eV. Its total charge is +7.

***

Molecular formula: C3H8NO2
Method: DFT, ωB97M-V/def2-TZVPD

Geometry as XYZ:
```
14
Properties=species:S:1:pos:R:3:nbo_charge:R:1
H 1.71776 -0.08268 -1.13547 0.25
H 1.51427 0.19419 0.56073 0.23
O -0.74116 0.49111 -1.35297 -0.65
C 0.10500 1.16859 -0.73486 0.78
N -0.65293 -2.00502 0.40132 -0.58
H -0.41442 -1.72598 -0.56320 0.47
H -0.97120 2.64135 -0.87457 0.51
H 2.26462 1.47816 -0.46584 0.28
C 1.48634 0.69556 -0.40015 -0.74
H -0.37155 -2.88024 0.82528 0.45
C -1.14951 -1.08841 1.16302 0.16
O -0.11655 2.47316 -0.43203 -0.64
H -1.31987 -0.07866 0.78241 0.25
H -1.35081 -1.28113 2.22632 0.24
```

Its relative energy (zero: lowest compared OMol25 entry of this formula, charge and spin) is 31.8 kcal per mole. The multiplicity is 1. The HOMO energy comes out at -14.997 eV. Its total charge is +1.

***

| no. | total energy (a.u.) |
| --- | --- |
| 1 | -3556.6837 |
| 2 | -324.0765 |